[1]
Formula: C7H19N2Si
Source: the OMol25 dataset
Level of theory: ωB97M-V with the def2-TZVPD basis set

The geometry in XYZ format:
```
29
Properties=species:S:1:pos:R:3:forces:R:3
C -0.17562 1.62378 0.92927 -1.4413 -1.1698 -1.5064
C -1.37602 0.66387 0.87816 -1.7606 -0.1914 2.7900
C -0.77061 -1.28193 -0.35229 2.2272 -0.7402 -0.2612
C 1.50338 2.04968 -0.82288 0.8295 -1.9685 -0.8273
C -3.13740 -0.34679 -0.63081 0.9984 2.4010 0.2728
C 1.54399 -1.14756 1.89847 -0.5904 -0.8593 0.7846
C 2.28806 -1.25719 -1.36785 -0.0389 0.3231 0.4544
N 0.82308 1.13160 0.06953 1.6738 -0.4577 -0.1747
N -1.64677 -0.01577 -0.37812 1.0045 -0.8032 -2.9531
Si 1.45103 -0.45801 0.18050 -3.9416 -2.4389 -1.0806
H -0.48748 2.59297 0.53223 0.0386 0.1330 0.5999
H 0.11034 1.59467 1.93592 0.4052 0.8398 1.7397
H -1.26671 -0.20094 1.66401 -0.3576 1.8334 -1.3694
H -2.29955 1.25755 1.11939 0.8948 -0.5508 0.1329
H -1.15366 -1.98291 0.45982 0.1720 1.0945 -1.0718
H -0.71203 -1.85630 -1.35861 -0.6083 1.2847 1.5287
H 0.96732 3.02526 -0.78147 0.9547 -0.5951 -0.6132
H 2.59154 2.01431 -0.52597 -0.9652 1.2270 -0.5885
H 1.43370 1.40534 -1.77110 0.3641 2.2512 0.2639
H -3.17937 -1.41746 -0.64854 -0.5360 -0.2979 -0.1387
H -3.59952 0.13734 0.26528 -0.4276 -0.8424 -1.1270
H -3.40425 0.18458 -1.59983 -0.0609 -1.0008 1.3251
H 2.31887 -0.62903 2.51767 -0.8398 -0.5684 -0.1769
H 0.48297 -1.23558 2.40729 2.2652 0.6228 -0.8800
H 1.83612 -2.21921 1.75489 0.0321 0.7753 0.2770
H 3.32985 -0.92014 -1.52703 -0.5961 -0.1584 -0.1834
H 2.24940 -2.37521 -1.45357 0.0633 0.9535 0.7981
H 1.61180 -0.94473 -2.17936 0.5202 0.2752 0.0310
H -1.33250 0.60783 -1.21501 -0.2793 -1.3716 1.9539
```
Positions in Å, forces in eV/Å.

The net charge is +1. For the relative energy (zero: lowest compared OMol25 entry of this formula, charge and spin), the calculation gives 0.0 kcal per mole. The calculation puts the HOMO energy at -11.9 eV. Its gap between HOMO and LUMO is 0.3357 hartree.

Here is what natural (NBO) gives for the atomic charges, in e: C -0.213; C -0.226; C -0.637; C -0.404; C -0.392; C -1.200; C -1.119; N -0.924; N -0.405; Si 1.871; H 0.210; H 0.209; H 0.228; H 0.222; H 0.210; H 0.223; H 0.222; H 0.201; H 0.197; H 0.239; H 0.224; H 0.232; H 0.268; H 0.265; H 0.271; H 0.261; H 0.281; H 0.249; H 0.437

=====

[2]
Formula: C2H5ClN2O
Source: the OMol25 dataset
Level of theory: ωB97M-V with the def2-TZVPD basis set

The geometry in XYZ format:
```
11
Properties=species:S:1:pos:R:3:forces:R:3
O -0.82966 -1.13433 -1.09401 0.6635 0.3360 -0.5371
C -0.06115 -0.00640 -0.69225 -1.4066 1.3604 -1.4788
N -0.84719 0.82093 0.25502 -0.6461 0.7383 -0.0215
N 0.27399 0.82937 1.21818 -0.4042 -0.0139 1.3428
C 0.92729 -0.29096 0.41339 -0.7236 1.0448 2.3791
Cl 2.67738 -0.03431 0.22529 -0.4938 -0.2102 -0.2387
H -0.93770 -1.17952 -2.06135 0.2380 0.2127 0.6471
H 0.31867 0.61728 -1.57252 -0.2322 -1.1455 1.0364
H -1.26239 1.78427 -0.02285 1.6602 -2.0282 0.4845
H -0.07522 0.64839 2.26808 0.9719 -0.1559 -3.2184
H 0.72734 -1.24720 0.89652 0.3730 -0.1385 -0.3953
```
Positions in Å, forces in eV/Å.

The SMILES is O[C@H]1NN[C@@H]1Cl. For the relative energy (zero: lowest compared OMol25 entry of this formula, charge and spin), the calculation gives 47.1 kcal per mole. The calculation puts the HOMO energy at -8.5 eV. Its gap between HOMO and LUMO is 0.3383 hartree.

Here is what natural (NBO) gives for the atomic charges, in e: O -0.710; C 0.200; N -0.497; N -0.478; C -0.086; Cl -0.032; H 0.482; H 0.174; H 0.366; H 0.361; H 0.220

=====

[3]
Formula: C7H12O6Si
Source: the OMol25 dataset
Level of theory: ωB97M-V with the def2-TZVPD basis set

The geometry in XYZ format:
```
26
Properties=species:S:1:pos:R:3:forces:R:3
O -1.97521 1.42361 1.72220 0.4139 0.1757 0.2021
O -0.66463 -2.67891 0.63590 0.4187 0.6587 -0.0123
O -0.31985 -0.22662 -2.83943 0.3007 0.4264 0.6868
O -0.05727 1.86530 0.59717 0.1866 -0.1409 0.2892
O 0.24841 -0.72752 1.34794 0.7246 0.3569 0.3216
O 1.05201 -0.06269 -1.03448 0.9482 0.5103 -0.1183
C -1.12981 2.19900 1.37915 0.1124 1.5835 0.6117
C 0.19640 -2.07099 1.22430 -0.9588 -1.2046 0.0511
C 0.77554 -0.26350 -2.33051 -0.7342 -0.6075 -2.6225
C -1.12134 3.69056 1.71868 0.2995 -0.2870 -0.3279
C 1.23467 -2.78229 1.99398 1.8614 -0.2859 0.4469
C 1.90822 -0.63101 -3.25542 0.5362 0.5966 -0.1789
C -1.76766 -0.21641 -0.60300 1.0755 0.6582 0.2451
Si -0.09503 0.29212 0.10054 -2.9934 -1.9043 -0.9339
H -1.90651 3.90203 2.42899 -0.3886 -0.0005 -0.0941
H -1.26862 4.23398 0.76753 0.0469 -0.0855 0.5248
H -0.18562 4.03848 2.18629 -0.1426 -0.4165 -0.4650
H 2.18377 -2.21967 2.01768 -0.3562 -0.1569 -0.1785
H 1.43822 -3.79905 1.61413 -0.3876 0.5795 0.0762
H 0.95885 -2.85958 3.04278 -0.3383 -0.0211 0.0848
H 1.58000 -0.88565 -4.27279 -0.4500 0.2492 0.6010
H 2.40622 -1.49440 -2.88099 0.7516 -0.5652 0.4794
H 2.61379 0.19918 -3.36824 0.0763 -0.1882 0.3254
H -2.50114 -0.01683 0.16547 -0.3126 -0.1155 -0.1829
H -1.72963 -1.28108 -0.84328 -0.0482 0.3038 -0.0785
H -1.87377 0.37195 -1.51457 -0.6422 -0.1193 0.2467
```
Positions in Å, forces in eV/Å.

For the relative energy (zero: lowest compared OMol25 entry of this formula, charge and spin), the calculation gives 0.0 kcal per mole. The calculation puts the HOMO energy at -10.2 eV. Its gap between HOMO and LUMO is 0.3944 hartree.

Here is what natural (NBO) gives for the atomic charges, in e: O -0.559; O -0.564; O -0.575; O -0.866; O -0.876; O -0.865; C 0.810; C 0.805; C 0.807; C -0.718; C -0.726; C -0.712; C -1.166; Si 2.281; H 0.237; H 0.243; H 0.241; H 0.229; H 0.242; H 0.249; H 0.242; H 0.230; H 0.233; H 0.253; H 0.270; H 0.255

=====

[4]
Formula: C46H57BClN5O4P2ReSSb2
Source: the OMol25 dataset
Level of theory: ωB97M-V with the def2-TZVPD basis set

The geometry in XYZ format:
```
120
Properties=species:S:1:pos:R:3:forces:R:3
Re 0.69145 0.44370 0.97780 0.2077 -0.5019 -0.6685
C -1.47584 -0.75550 4.08091 0.1391 0.1479 0.0547
Sb -1.78135 -0.44986 1.98154 -0.8611 -0.6212 0.3620
C -1.74967 -2.55146 1.58802 -0.1663 0.1176 0.0144
C -3.96999 -0.07486 2.24804 0.3329 -0.2042 -0.0099
C -4.76905 -1.21287 1.71692 -0.0890 -0.0898 0.1131
C -4.99898 -2.32269 2.53467 0.0068 0.1279 -0.0170
C -5.68027 -3.43133 2.06542 0.0021 -0.0148 -0.0600
C -6.14291 -3.44446 0.75640 -0.0128 -0.0378 -0.0240
C -5.94844 -2.33718 -0.05516 -0.0098 -0.0107 -0.0448
C -5.27435 -1.21033 0.40900 0.0319 -0.0900 0.1576
C -5.13990 0.00866 -0.45280 0.1445 -0.0090 0.1462
Sb -3.09780 0.51642 -0.90845 -1.2773 0.1802 -0.2555
C -2.83158 -1.49579 -1.89515 0.5992 0.4767 0.3859
C -3.29555 2.66000 -0.26203 0.5872 -0.4539 -0.1276
H -2.21777 -1.48929 4.39716 -0.0116 -0.0049 -0.0970
H -1.60592 0.16885 4.63867 -0.0107 -0.0104 -0.0796
H -0.47556 -1.14733 4.25692 -0.0276 -0.0011 -0.0244
H -2.58648 -2.99926 2.11858 -0.0274 -0.0933 -0.0224
H -0.81565 -2.92736 2.00310 -0.0038 -0.0277 -0.0112
H -1.81842 -2.79534 0.52957 0.0390 0.0172 0.0036
H -4.21813 0.88540 1.80236 -0.0209 0.0716 0.1199
H -4.04109 -0.00418 3.33205 -0.0777 0.1118 -0.0138
H -4.64800 -2.29790 3.56202 -0.0151 -0.0267 -0.0390
H -5.85414 -4.27831 2.71602 -0.0054 0.0156 -0.0115
H -6.67259 -4.30769 0.37504 -0.0117 0.0357 0.0069
H -6.34974 -2.33276 -1.06226 -0.0081 -0.0168 0.0032
H -5.60092 0.87058 0.03124 0.0481 0.0638 -0.0729
H -5.62168 -0.13191 -1.42164 0.0653 0.0074 -0.0361
H -3.35291 -1.40266 -2.84623 -0.0381 0.2269 0.0937
H -3.34687 -2.18867 -1.23493 -0.0134 0.1217 0.1870
H -1.78611 -1.74952 -2.03577 -0.0765 0.0692 0.0564
H -4.37130 2.81659 -0.23385 -0.0514 -0.2702 -0.0597
H -2.83908 3.26613 -1.03895 0.0743 -0.1007 0.0009
H -2.82753 2.80041 0.70757 -0.0013 -0.0465 -0.0157
B 0.13328 2.53600 3.78554 -0.1435 -0.2229 -0.1027
N 0.19925 3.14090 2.36015 0.2157 0.2459 -0.0903
C 0.13975 4.42288 2.01394 -0.0699 0.0789 -0.0640
C -0.13861 4.51918 0.65081 -0.0061 0.0165 -0.0302
C -0.23456 3.21016 0.22421 0.0101 0.1389 0.2819
N -0.01496 2.37501 1.26748 -0.2791 0.5564 -0.3940
N 1.15332 1.36175 3.90387 -0.0152 0.1188 0.0318
C 1.74151 0.97658 5.03505 0.0491 -0.1458 0.0410
C 2.28393 -0.29129 4.85985 -0.0001 -0.0206 0.0094
C 1.99335 -0.61069 3.54813 -0.0677 0.1372 0.0592
N 1.30715 0.39763 2.96592 0.2775 -0.2444 0.1465
H -0.97586 2.05930 3.89929 -0.0224 0.1096 0.0340
H 0.39442 3.37191 4.59606 0.0067 0.0195 0.0144
H 0.26870 5.20135 2.74881 -0.0059 -0.0720 0.0303
H -0.25826 5.41558 0.06718 -0.0154 -0.0061 0.0263
H -0.48653 2.81344 -0.74722 0.1338 -0.0474 -0.0407
H 1.73287 1.61256 5.90572 -0.0418 0.0261 -0.0721
H 2.81089 -0.89037 5.58284 -0.0044 0.0476 -0.0220
H 2.21472 -1.51248 2.99972 0.0204 0.0275 -0.0239
C 6.02828 -2.89310 -5.37813 -0.1446 0.0005 0.1905
S 4.97245 -3.73685 -4.17427 0.1334 -0.0165 0.0036
C 5.56867 -2.96552 -2.63580 -0.1987 -0.0234 -0.2719
C 4.83950 -1.67639 -2.26169 -0.0641 0.0079 0.0524
C 3.32848 -1.91500 -2.23148 0.2245 0.1199 0.0158
N 2.51042 -0.92379 -1.47922 -0.5334 0.0292 -0.1311
P 1.25318 -0.03186 -2.22198 1.1948 -0.8445 0.4000
C 2.13693 1.37176 -2.90510 -0.4132 0.0247 -0.2025
C 3.00977 1.09877 -3.96455 0.0015 -0.0221 0.0352
C 3.79927 2.10704 -4.48995 0.0444 -0.0242 -0.0142
C 3.72999 3.39230 -3.96573 -0.0268 -0.0078 0.0404
C 2.88447 3.65959 -2.89967 0.0359 0.0033 -0.0103
C 2.09146 2.65210 -2.36986 -0.0881 0.0459 0.0156
C 0.61931 -1.08660 -3.52161 -0.0723 0.2624 0.1398
C 0.47223 -0.65560 -4.83862 -0.1005 0.0916 0.0832
C -0.01088 -1.53341 -5.79804 -0.0610 0.0237 -0.0260
C -0.35604 -2.82902 -5.44357 -0.0005 -0.0053 -0.0104
C -0.21711 -3.26086 -4.12808 -0.0293 -0.0226 -0.0451
C 0.27199 -2.39384 -3.16972 0.1819 -0.0322 0.0143
P 2.61178 -0.83028 0.21535 0.1267 -0.1451 0.0681
C 4.13778 0.05658 0.61736 -0.0391 -0.0184 0.1678
C 4.59962 1.04738 -0.24972 -0.0501 -0.0583 -0.0090
C 5.69825 1.81685 0.09651 0.0117 0.0239 0.0185
C 6.33106 1.62018 1.31672 0.0011 -0.0151 -0.0070
C 5.86948 0.64339 2.18861 0.0300 0.0356 0.0241
C 4.77369 -0.13287 1.84645 -0.0218 -0.0087 -0.1124
C 2.77772 -2.57280 0.67849 -0.0459 0.1046 0.0636
C 3.96952 -3.21922 0.98547 0.0258 0.0364 -0.0232
C 3.96334 -4.58848 1.21976 0.0669 -0.0437 -0.0001
C 2.77999 -5.30900 1.14714 -0.0170 0.0017 0.0185
C 1.58592 -4.66592 0.83806 0.0098 0.0007 -0.0280
C 1.58810 -3.30097 0.60764 0.1097 -0.0084 0.0058
H 5.82698 -3.34744 -6.34546 0.0129 0.0326 -0.0172
H 7.07468 -3.04548 -5.12096 0.0115 0.0115 -0.0547
H 5.79812 -1.82970 -5.42221 0.0663 0.0068 -0.0701
H 6.63831 -2.79192 -2.74728 0.0163 -0.0147 0.0978
H 5.42690 -3.71738 -1.85690 0.0172 0.0209 0.0320
H 5.08542 -0.88291 -2.97267 -0.0204 0.0507 0.0511
H 5.19608 -1.34996 -1.28463 0.0426 0.0080 0.0279
H 3.14963 -2.91124 -1.81817 -0.1554 0.0248 0.0691
H 2.96482 -1.94279 -3.25021 -0.1110 -0.0592 -0.1470
H 3.07635 0.09803 -4.37416 0.0193 0.0222 -0.0587
H 4.46728 1.89257 -5.31378 -0.0175 -0.0038 0.0017
H 4.33437 4.18332 -4.38982 0.0089 -0.0179 0.0128
H 2.83631 4.65592 -2.48004 -0.0039 -0.0166 -0.0046
H 1.45137 2.87765 -1.53406 -0.0795 -0.0099 0.0598
H 0.71397 0.36357 -5.11190 0.0151 -0.0043 -0.0099
H -0.12229 -1.20058 -6.82114 -0.0087 -0.0013 0.0088
H -0.73091 -3.50923 -6.19715 0.0093 -0.0029 0.0133
H -0.47964 -4.27579 -3.86111 0.0194 -0.0030 0.0089
H 0.43022 -2.74012 -2.15328 -0.0277 -0.0079 0.0161
H 4.11084 1.20773 -1.20301 0.0447 -0.0152 -0.0008
H 6.06355 2.56940 -0.59016 -0.0167 0.0095 0.0151
H 7.18567 2.22640 1.58726 -0.0043 -0.0201 -0.0085
H 6.36399 0.48386 3.13800 -0.0056 0.0082 -0.0155
H 4.42351 -0.89021 2.53375 0.0307 0.0123 0.0306
H 4.89874 -2.66431 1.03896 -0.0172 -0.0412 -0.0451
H 4.89142 -5.09694 1.44726 -0.0216 0.0119 0.0304
H 2.78605 -6.37463 1.33575 0.0038 0.0134 -0.0232
H 0.66419 -5.23101 0.77416 0.0128 0.0181 0.0248
H 0.66898 -2.77729 0.36209 -0.0121 -0.0676 -0.0067
O -1.30567 1.94438 -3.25461 -0.1596 -0.3533 0.1657
Cl -2.32441 1.02251 -3.76600 0.9812 0.3980 -0.8989
O -2.77839 1.41536 -5.06410 -0.1638 -0.0326 0.1436
O -3.55892 1.26694 -2.80703 -0.3430 -0.1396 0.5843
O 0.22415 0.19379 -1.10431 0.0613 0.7230 -0.3486
```
Positions in Å, forces in eV/Å.

The net charge is +2. As for the spin multiplicity: 4. For the relative energy (zero: lowest compared OMol25 entry of this formula, charge and spin), the calculation gives 0.4 kcal per mole. The calculation puts the HOMO energy (spin up / spin down) at -12.0 / -11.7 eV. Its gap between HOMO and LUMO (spin up / spin down) is 0.1805 / 0.1567 hartree.

These are the Löwdin partial charges, in e, on atoms 1 to 99: Re 1.050; C -0.258; Sb 1.305; C -0.275; C -0.271; C -0.306; C -0.062; C -0.059; C -0.056; C -0.041; C -0.296; C -0.256; Sb 1.532; C -0.132; C -0.148; H 0.024; H 0.009; H 0.005; H 0.009; H 0.001; H 0.002; H 0.032; H 0.071; H 0.119; H 0.115; H 0.114; H 0.121; H 0.078; H 0.085; H 0.035; H 0.015; H -0.018; H 0.035; H 0.021; H 0.012; B -0.401; N -0.063; C -0.029; C -0.016; C -0.191; N -0.176; N -0.053; C -0.042; C -0.023; C -0.177; N -0.185; H 0.062; H 0.087; H 0.141; H 0.114; H 0.082; H 0.139; H 0.113; H 0.093; C -0.396; S 0.815; C -0.479; C -0.237; C -0.250; N -0.321; P 0.786; C -0.285; C -0.091; C -0.044; C -0.043; C -0.046; C -0.071; C -0.296; C -0.078; C -0.037; C -0.033; C -0.047; C -0.108; P 0.898; C -0.350; C -0.091; C -0.052; C -0.051; C -0.051; C -0.100; C -0.368; C -0.076; C -0.047; C -0.046; C -0.054; C -0.130; H 0.035; H 0.040; H 0.027; H 0.083; H 0.067; H 0.108; H 0.092; H 0.111; H 0.075; H 0.106; H 0.118; H 0.119; H 0.117

=====

[5]
Formula: C6H15N
Source: the OMol25 dataset
Level of theory: ωB97M-V with the def2-TZVPD basis set

The geometry in XYZ format:
```
22
Properties=species:S:1:pos:R:3:forces:R:3
C -2.72396 1.80290 0.86686 0.6143 -0.1785 0.0356
C -1.27521 2.07150 0.44607 0.2114 -0.4847 0.5476
C -0.59320 0.90686 -0.30402 -0.0939 0.8146 -0.4243
C 0.83031 0.65620 0.18861 -0.2063 -0.2098 0.1310
C 1.51170 -0.49274 -0.56001 -0.1206 -0.3841 0.1615
C 1.39114 -1.87607 0.13971 1.2027 0.7077 -0.4419
N 0.96206 -2.91150 -0.79839 -0.1100 -0.2350 -0.1533
H -3.00956 2.44280 1.69522 -0.1739 0.3086 -0.0509
H -2.77505 0.78547 1.25647 -0.2257 -0.1019 -0.1360
H -3.41452 1.92730 0.04087 -0.2291 -0.0871 -0.0677
H -0.69554 2.16530 1.36867 -0.0418 0.3654 0.0641
H -1.19226 3.01456 -0.09502 0.0786 -0.0213 -0.0205
H -0.56201 1.13230 -1.37618 -0.0653 -0.1706 0.0173
H -1.18871 0.00761 -0.17915 -0.0493 -0.2866 -0.0249
H 1.43417 1.56390 0.11634 -0.1369 0.0703 0.0011
H 0.72519 0.41518 1.25677 0.3872 0.0608 -0.0975
H 2.56770 -0.28267 -0.73942 -0.0106 0.0748 0.0969
H 1.06331 -0.57385 -1.54952 -0.1393 0.0123 -0.1461
H 2.40847 -2.09866 0.49833 -0.2695 -0.0430 0.3354
H 0.75077 -1.76064 1.01369 -0.3028 -0.4119 -0.1304
H 1.34796 -2.71658 -1.71649 -0.1189 0.1989 0.0321
H 1.37134 -3.80997 -0.56668 -0.2001 0.0010 0.2708
```
Positions in Å, forces in eV/Å.

The SMILES is CCCCCCN. For the relative energy (zero: lowest compared OMol25 entry of this formula, charge and spin), the calculation gives 15.8 kcal per mole. The calculation puts the HOMO energy at -9.3 eV. Its gap between HOMO and LUMO is 0.3855 hartree.

Here is what natural (NBO) gives for the atomic charges, in e: C -0.601; C -0.394; C -0.394; C -0.389; C -0.409; C -0.211; N -0.831; H 0.207; H 0.199; H 0.203; H 0.188; H 0.200; H 0.194; H 0.199; H 0.202; H 0.191; H 0.203; H 0.197; H 0.164; H 0.179; H 0.348; H 0.353

=====

What is the relative energy (zero: lowest compared OMol25 entry of this formula, charge and spin) in the fourth record? 0.4 kcal per mole

=====

The highest relative energy (zero: lowest compared OMol25 entry of this formula, charge and spin) belongs to which entry? C2H5ClN2O